1.
{
  "formula": "C7H13NO2",
  "method": "ωB97M-V/def2-TZVPD",
  "species": ["C", "C", "C", "C", "C", "C", "C", "N", "O", "O", "H", "H", "H", "H", "H", "H", "H", "H", "H", "H", "H", "H", "H"],
  "positions_angstrom": [[-0.23979, 0.07991, 0.21692], [-0.30589, -0.43914, -1.18768], [-1.18698, 1.25398, 0.43868], [1.18285, 0.43341, 0.63449], [-0.47152, -1.29386, 2.56599], [0.37171, 0.68866, -2.21213], [-0.84183, -1.22048, 1.10287], [1.42473, 0.22475, -2.92867], [-0.03821, 1.82109, -2.35181], [-1.63807, -1.99297, 0.63725], [1.75728, -0.71836, -2.84478], [1.82709, 0.81052, -3.64554], [0.23458, -1.37744, -1.29661], [-1.33641, -0.54500, -1.52320], [-2.22219, 0.94571, 0.30478], [-1.06203, 1.67472, 1.43401], [-0.97715, 2.02048, -0.30653], [1.53020, 1.29323, 0.06398], [1.22242, 0.72337, 1.68236], [1.86311, -0.39980, 0.46608], [0.51557, -1.75034, 2.63993], [-0.43373, -0.30255, 3.00946], [-1.17576, -1.92988, 3.10014]],
  "homo_energy_ev": -9.097,
  "spin_multiplicity": 1,
  "smiles": "CC(=O)C(C)(C)CC(N)=O",
  "lumo_energy_ev": 0.712,
  "orbital_gap_ev": 9.8
}


2.
{
  "formula": "C7H13NO2PTl",
  "method": "ωB97M-V/def2-TZVPD",
  "species": ["C", "C", "C", "C", "C", "Tl", "P", "H", "H", "H", "H", "H", "H", "H", "H", "N", "C", "C", "O", "O", "H", "H", "H", "H", "H"],
  "positions_angstrom": [[0.82336, -0.91106, -1.82926], [1.87717, -1.75133, -2.27244], [1.85225, -2.96236, -1.54224], [0.51964, -3.07860, -1.02686], [-0.12277, -1.81461, -1.15391], [2.10780, -1.16742, 0.55073], [0.20649, 2.28987, -2.45204], [0.50519, 0.05288, -2.29245], [2.52233, -1.53736, -3.11912], [2.65950, -3.71684, -1.46644], [-1.17078, -1.49558, -0.97172], [0.07722, -4.02200, -0.68379], [-1.22193, 2.20332, -2.43603], [0.47314, 3.07549, -3.60556], [0.54597, 3.18113, -1.39985], [-1.69838, 2.12722, 2.57947], [-1.30121, 0.78884, 3.10026], [-0.43397, 0.15768, 2.04029], [0.12214, -0.96436, 2.35141], [-0.21206, 0.99488, 1.11139], [-1.02727, 2.79907, 2.93645], [-2.68170, 2.49438, 2.69248], [-1.39581, 2.05700, 1.57517], [-0.81887, 0.93908, 4.05708], [-2.20746, 0.26069, 3.25697]],
  "homo_energy_ev": -6.429,
  "spin_multiplicity": 1,
  "lumo_energy_ev": -0.552,
  "orbital_gap_ev": 5.9
}


3.
{
  "formula": "C7H13NO2S",
  "method": "ωB97M-V/def2-TZVPD",
  "species": ["C", "C", "C", "C", "C", "C", "C", "N", "O", "O", "S", "H", "H", "H", "H", "H", "H", "H", "H", "H", "H", "H", "H", "H"],
  "positions_angstrom": [[0.72167, 0.88124, -2.54237], [1.63889, 1.57858, -1.90462], [-0.29707, 0.19159, -1.71875], [0.51648, -1.62209, 0.83469], [-0.47820, 0.24737, 2.16802], [-1.90840, -0.85790, 0.49030], [-0.44815, -0.43261, 0.74538], [-0.05241, 0.49328, -0.27989], [2.44805, 0.89174, 0.45303], [0.77116, 2.71872, 0.29164], [1.30196, 1.49521, -0.16545], [0.54368, 0.53762, -3.59234], [2.61058, 2.02289, -2.13013], [-1.25895, 0.45767, -1.87856], [-0.13404, -0.98897, -1.97230], [0.40464, -2.12890, -0.04917], [1.51855, -1.41038, 0.84644], [0.36404, -2.28113, 1.59393], [-0.64962, 1.34092, 1.91531], [0.49451, -0.04200, 2.62356], [-1.26576, -0.07378, 2.84040], [-2.29098, -1.37904, 1.49382], [-2.56957, -0.14129, 0.20636], [-1.98104, -1.49876, -0.26931]],
  "homo_energy_ev": -9.274,
  "spin_multiplicity": 1,
  "smiles": "CC(C)(C)N1CC=CS1(=O)=O",
  "lumo_energy_ev": 0.622,
  "orbital_gap_ev": 9.9
}


4.
{
  "formula": "C7H13NO2S",
  "method": "ωB97M-V/def2-TZVPD",
  "species": ["C", "C", "C", "C", "C", "C", "C", "N", "O", "O", "S", "H", "H", "H", "H", "H", "H", "H", "H", "H", "H", "H", "H", "H"],
  "positions_angstrom": [[-1.51767, -0.90573, -0.52019], [-1.44329, 0.88010, 1.21786], [-0.07417, 1.33650, 1.92587], [-1.24636, 0.42994, -0.16511], [1.21036, -0.12089, -0.01887], [1.64558, -0.04668, -1.48081], [1.66244, -1.30587, 0.69174], [-1.37765, 1.29965, -1.22343], [-1.62856, -1.18283, -1.79141], [-1.65644, -1.79793, 0.32284], [1.24612, 1.53243, 0.72745], [-1.83014, -0.10640, 1.68904], [-2.25228, 1.69220, 1.29081], [-0.10076, 2.25564, 2.47619], [0.44305, 0.55908, 2.57210], [1.18159, 0.90188, -1.87773], [1.41114, -0.96759, -1.88612], [2.74128, -0.15847, -1.49427], [1.48758, -1.30936, 1.82464], [2.70083, -1.48878, 0.41448], [1.10577, -2.27389, 0.46746], [-1.27617, 0.80854, -2.07551], [-1.66126, -2.12217, -1.90471], [-0.77100, 2.09062, -1.18232]],
  "homo_energy_ev": [-7.337, -7.329],
  "spin_multiplicity": 1,
  "lumo_energy_ev": [0.035, 0.198],
  "orbital_gap_ev": [7.4, 7.5]
}